C36H48O18 as an isolated structure. Source: the OMol25 dataset; level of theory: ωB97M-V/def2-TZVPD.

## Properties
E_HOMO = -0.2930 Eh
multiplicity = 1
gap between HOMO and LUMO = 5.552 eV
max |F| = 12.8 eV/Å
LUMO level = -2.4 eV
E_tot = -2754.219215 hartree
ΔE to the lowest compared entry with this formula, charge and spin = 253.4 kJ/mol
M = 768.76 g mol⁻¹

Structure (XYZ):
```
102
Properties=species:S:1:pos:R:3:forces:R:3
O -6.720 1.562 1.962 -0.5 -0.4 -1.1
O 2.762 -6.880 1.756 0.3 0.9 1.9
O -2.887 -1.941 -5.726 0.0 0.2 -0.1
O -3.540 2.688 -2.521 1.1 -2.2 1.4
O 1.460 3.768 -0.392 -9.2 -5.8 -6.6
O -2.211 -1.876 -3.111 1.4 -2.6 0.2
O -0.949 -1.826 3.470 0.5 -0.7 1.4
O -4.663 1.561 3.805 -0.4 0.1 -0.3
O -4.673 2.538 -5.093 1.8 -3.4 1.9
O 2.293 -1.805 0.550 -1.7 2.5 -1.5
O -3.149 2.648 0.182 0.6 0.9 -0.5
O -1.964 -1.396 1.128 -2.6 -0.1 0.6
O 2.298 0.129 -5.480 0.1 -2.8 2.6
O -4.247 -1.507 -0.769 0.4 1.4 3.1
O 2.742 5.677 -4.647 -0.9 -2.1 0.3
O -0.501 2.350 -1.752 2.0 1.5 -1.0
O 5.057 -0.074 4.511 0.3 0.3 -0.4
O 0.976 4.108 -6.045 -4.4 -7.8 3.4
C 1.581 -0.837 0.184 0.9 -2.3 2.8
C -2.649 -0.868 -3.591 -0.7 0.8 0.9
C 1.159 0.208 1.276 9.5 -4.2 -0.4
C 0.300 3.038 -2.414 -1.4 -0.3 -0.5
C -4.037 1.528 -4.612 -1.5 3.4 -4.6
C -2.307 3.440 0.626 -0.3 0.0 -1.6
C -5.634 0.835 1.811 -0.4 -4.1 -6.3
C -4.307 -0.861 0.308 -0.1 -1.1 -2.4
C 3.902 1.538 3.227 0.3 1.4 0.0
C 0.928 -0.709 -1.119 4.2 -1.5 -4.0
C 4.612 -0.764 2.300 -1.0 2.8 0.8
C 2.284 -0.858 -4.700 0.0 1.5 -1.6
C -3.658 0.424 -5.523 0.8 -5.6 -1.1
C 3.481 -6.897 4.052 1.1 0.5 -6.8
C 1.410 3.851 -1.780 3.1 2.1 -1.4
C -3.465 -0.135 2.624 0.2 -1.9 -3.8
C -3.192 -0.857 1.381 -1.3 3.0 2.2
C 2.141 4.750 -4.069 -0.1 2.4 -0.4
C 2.927 -4.641 2.756 -1.9 -2.6 -0.1
C 0.169 3.186 -3.901 8.4 7.3 2.7
C 4.656 0.226 3.399 -0.7 -0.5 2.8
C 1.065 3.973 -4.722 -2.0 -1.6 2.1
C 2.320 4.617 -2.645 -3.7 -3.6 3.1
C -3.435 1.566 -3.301 2.6 -3.1 5.9
C 0.778 -1.762 5.035 2.4 -2.1 0.2
C -1.380 2.932 1.630 4.6 5.5 -1.5
C 1.020 -1.732 -4.649 -2.0 -3.8 -1.6
C -1.088 -3.450 5.263 1.2 -3.4 -2.9
C -3.083 -0.863 -4.980 -2.4 5.4 -3.1
C -2.793 0.277 -2.785 -2.0 6.8 -1.4
C -2.050 4.872 0.132 5.8 -4.0 6.9
C -0.460 -2.316 4.489 -0.8 -0.5 -1.1
C 2.984 -6.236 2.780 -0.7 0.8 -2.1
C -5.509 -0.068 0.575 -2.4 4.1 3.7
C 3.511 -1.231 -3.810 -8.8 -9.1 -1.8
C -4.622 0.827 2.830 2.9 -1.6 1.0
H -1.775 -1.688 2.045 1.2 -0.2 -0.3
H 4.044 -0.515 -3.744 8.3 8.6 -0.8
H -0.324 2.591 -4.395 -6.0 -6.1 -4.6
H 3.973 -0.224 1.646 -0.4 -1.0 -1.6
H 1.341 4.822 -6.337 4.1 7.1 -2.6
H 1.796 -2.306 4.953 -1.9 0.0 -0.4
H 0.792 -1.670 -1.758 1.2 1.5 1.1
H -2.695 -0.311 3.362 -0.2 0.7 0.4
H -6.421 0.003 -0.185 2.4 -0.4 1.7
H -1.981 -3.876 4.843 -0.7 0.6 -0.9
H -0.442 -4.458 5.141 -0.7 2.5 0.8
H 5.586 -0.850 2.037 3.2 0.2 -1.9
H 0.986 -0.845 4.623 0.2 2.4 -0.8
H 2.503 -4.162 1.907 -0.5 -0.4 -1.3
H -0.851 3.736 2.311 -1.3 -1.2 -1.4
H 0.690 -1.743 6.077 -0.3 0.5 1.8
H -3.177 2.605 -1.331 -1.6 -0.1 -3.5
H 1.546 1.119 0.997 0.6 2.4 -0.2
H -1.697 2.221 2.215 -1.9 -4.2 2.7
H 1.206 0.197 -1.772 0.3 -1.4 0.9
H 0.973 -2.925 -4.315 1.1 3.3 0.1
H -1.084 5.185 -0.288 0.3 -0.9 0.7
H 3.267 -1.265 -2.788 -1.4 -0.6 1.6
H -1.384 -3.277 6.234 0.3 0.7 2.4
H -0.002 -0.489 -0.983 -6.0 1.5 1.5
H 0.210 -1.232 -4.106 0.3 0.0 0.2
H 3.913 2.106 4.197 0.6 -0.4 -1.0
H 2.824 1.243 3.194 0.8 0.4 -0.9
H 0.284 0.156 1.562 -9.3 0.0 1.6
H -3.966 0.358 -6.721 0.7 0.6 3.7
H 4.446 -1.744 2.582 -1.5 -1.8 0.8
H -0.534 2.642 0.938 -0.6 -0.3 0.7
H 4.312 2.214 2.347 -1.3 -1.5 1.6
H 3.316 -6.425 4.850 -0.9 4.3 6.3
H 3.887 -4.295 2.758 2.8 1.0 0.7
H 4.489 -7.050 3.836 2.1 0.0 0.1
H -2.272 0.382 -1.837 -0.3 -0.4 -0.1
H 2.326 -4.256 3.547 0.0 0.2 1.2
H -6.631 2.207 2.648 0.4 0.6 1.1
H -2.200 5.406 1.101 0.8 -0.1 -0.2
H 1.614 -0.272 2.258 -0.1 1.4 -1.9
H 3.150 5.183 -2.369 1.1 0.8 1.3
H -2.634 5.363 -0.364 -7.5 4.1 -6.3
H 3.720 -2.314 -4.052 0.8 1.5 0.0
H 2.099 4.179 -0.072 9.2 6.0 4.3
H 0.486 -2.012 -5.672 1.5 1.6 1.4
H -2.435 -2.648 -5.225 -0.2 0.5 0.4
H 3.109 -7.798 4.163 -2.1 -4.6 0.1
```
Forces are in eV/Å.


C36H49AsF3N3OsSi3 as an isolated structure. Source: the OMol25 dataset; level of theory: ωB97M-V/def2-TZVPD.

## Properties
E_HOMO (alpha / beta) = -0.4247 / -0.4245 Eh
multiplicity = 1
gap between HOMO and LUMO (alpha / beta) = 3.874 / 3.881 eV
net charge = +2
max |F| = 3.7 eV/Å
LUMO level (alpha / beta) = -7.7 / -7.7 eV
E_tot = -5059.330911 hartree
ΔE to the lowest compared entry with this formula, charge and spin = 225.9 kJ/mol
M = 930.21 g mol⁻¹

Structure (XYZ):
```
96
Properties=species:S:1:pos:R:3:forces:R:3
Os 0.617 0.164 -0.406 0.2 2.7 0.1
As -0.371 -2.111 -0.155 0.5 0.6 0.3
Si -3.595 -2.753 -0.099 -2.7 -0.6 -0.2
Si -0.513 -2.541 -2.618 0.5 1.0 -1.4
Si -0.476 -2.701 2.279 0.1 0.7 1.0
F 3.710 7.890 -3.431 -0.1 -0.2 -0.2
F 4.822 8.195 -1.610 0.1 0.0 0.1
F 2.813 8.954 -1.788 -0.1 0.0 0.1
N 2.629 -0.461 -0.094 -0.3 -0.7 -0.1
N 1.177 -3.221 -0.232 -0.4 -1.0 0.0
N -1.307 1.039 -0.639 0.0 -0.1 0.2
C 3.612 0.585 0.254 0.3 -0.1 -0.3
C -4.754 3.566 -0.146 -0.2 0.1 -0.1
C -1.464 -4.143 -3.005 0.3 0.7 0.4
C 3.188 0.449 2.704 0.3 -0.4 0.6
C 2.305 -5.160 -0.308 -0.4 -0.2 0.0
C 1.330 -2.787 2.889 -0.6 -0.1 -0.7
C 2.640 0.926 3.900 0.4 0.3 -1.0
C -1.234 -0.898 -3.278 0.0 -0.7 0.3
C -3.964 -4.619 -0.299 1.1 0.6 0.0
C -1.257 -1.140 3.065 0.2 -0.7 -0.4
C -3.597 2.661 -0.358 0.5 -0.3 -0.1
C 2.340 5.423 0.417 0.0 0.0 -0.2
C 2.533 4.305 -1.705 -0.1 0.0 0.1
C 3.126 -1.664 -0.108 0.6 1.2 0.1
C -4.512 -2.180 1.487 1.3 0.0 -0.2
C 1.058 -4.562 -0.281 0.1 -0.9 0.0
C 2.018 2.178 3.920 -0.4 0.4 0.3
C 1.215 1.979 -0.213 -0.6 -3.6 -0.2
C 2.046 2.993 2.829 0.4 -0.2 -0.1
C 2.230 4.261 -0.343 0.2 0.1 -0.5
C -1.495 2.131 -1.403 0.0 0.1 -0.1
C -4.381 -1.758 -1.538 1.2 -0.2 0.3
C -2.304 0.712 0.193 -0.2 0.0 -0.1
C 3.080 6.623 -1.523 0.0 0.1 -0.1
C 3.236 -4.134 -0.267 -0.4 0.7 0.0
C 2.518 -2.926 -0.221 0.0 -0.4 -0.1
C 2.747 6.603 -0.173 0.2 0.0 -0.2
C 3.601 7.916 -2.101 0.1 0.1 0.0
C 1.913 2.963 0.268 0.7 1.0 1.1
C -1.413 -4.345 2.504 0.4 0.7 -0.2
C 2.972 5.475 -2.297 0.0 0.3 0.2
C -3.442 1.473 0.356 0.0 0.1 -0.1
C 2.735 2.614 1.580 -1.2 -0.5 -0.1
C -2.600 2.947 -1.293 -0.3 -0.1 0.3
C 1.296 -2.591 -3.231 -0.5 -0.2 0.8
C 3.202 1.202 1.565 -0.5 0.5 -0.5
H -4.239 -2.237 -2.500 0.2 -0.1 -0.1
H 4.305 -4.229 -0.275 0.2 0.1 0.0
H -0.622 -0.056 -2.940 0.0 -0.2 0.1
H -1.187 -1.199 4.146 0.0 -0.2 0.3
H 3.639 1.338 -0.536 0.0 -0.1 0.1
H -4.399 -1.123 1.701 0.1 0.2 0.0
H -4.452 4.601 -0.282 0.0 0.1 0.0
H -0.724 -0.238 2.751 0.0 -0.1 -0.2
H 1.881 -1.909 2.560 -0.1 0.1 -0.1
H 1.582 3.965 2.873 0.0 0.1 0.0
H -5.045 -4.744 -0.324 -0.3 0.4 0.0
H -2.506 -3.950 -3.232 -0.2 0.1 0.0
H -2.681 3.825 -1.915 0.1 0.1 -0.1
H 1.312 -2.525 -4.316 -0.3 0.0 -0.2
H 1.795 -3.516 -2.954 0.1 -0.1 0.1
H -1.218 -0.889 -4.363 0.0 -0.2 -0.3
H -1.354 -4.976 1.621 0.1 -0.1 -0.1
H -2.308 -1.030 2.821 -0.2 0.1 0.0
H 1.534 2.510 4.825 -0.1 0.1 0.1
H -4.229 -2.735 2.375 0.1 -0.1 0.1
H 3.620 -0.542 2.683 0.0 -0.1 0.0
H -1.416 -4.860 -2.190 0.1 -0.1 0.1
H 1.844 -3.676 2.533 0.1 -0.1 -0.1
H -1.024 -4.614 -3.878 0.2 0.0 -0.2
H -4.202 1.152 1.049 -0.1 0.0 0.2
H -5.574 -2.359 1.332 -0.1 -0.2 -0.4
H -0.724 2.376 -2.122 0.1 -0.1 0.2
H -2.459 -4.188 2.740 -0.2 0.1 0.0
H 2.443 3.403 -2.289 0.0 -0.2 -0.1
H -2.172 -0.203 0.762 0.1 0.1 0.1
H -2.258 -0.728 -2.960 -0.1 0.1 0.0
H 2.703 0.334 4.797 -0.1 -0.2 0.2
H -3.597 -5.212 0.532 0.1 0.0 0.2
H 4.611 0.144 0.345 -0.1 0.1 0.1
H 2.504 -6.210 -0.352 0.0 -0.3 0.0
H 0.085 -5.023 -0.299 -0.1 -0.1 0.0
H -0.976 -4.897 3.330 0.2 -0.1 0.2
H 2.841 7.502 0.417 0.0 0.1 0.0
H 4.206 -1.763 0.004 0.0 0.1 0.0
H -5.453 -1.703 -1.368 -0.2 -0.2 0.4
H -5.538 3.360 -0.876 0.0 0.0 0.0
H 1.878 -1.755 -2.840 -0.2 0.0 0.0
H 3.261 5.494 -3.337 -0.1 0.0 -0.1
H 1.354 -2.806 3.975 -0.2 0.0 0.2
H 2.099 5.427 1.467 0.0 0.0 0.1
H -5.175 3.436 0.847 0.0 0.1 0.0
H -4.016 -0.738 -1.605 0.0 0.2 0.0
H -3.576 -5.049 -1.215 0.1 0.0 -0.2
H 3.606 3.274 1.442 0.2 0.0 0.2
```
Forces are in eV/Å.


Question: Number 1 is which compound?
Answer: C36H48O18